Molecular formula: C5H14
Method: DFT, wB97M-V/def2-TZVPD

Output
Relative energy (zero: lowest compared OMol25 entry of this formula, charge and spin) in kcal/mol: 10.8
Net charge: +1
Expectation value of S²: 0.754
Spin multiplicity: 2
Gap between HOMO and LUMO (alpha / beta) in eV: 12.89 / 5.04
DFT total energy in eV: -5400.6378

Geometry as XYZ:
```
19
Properties=species:S:1:pos:R:3:forces:R:3:mulliken_charge:R:1
C -0.027244 -1.556851 1.554969 1.259 -0.701 -0.054 -0.1910
C -0.433022 -2.959705 1.108035 0.212 0.372 -0.124 -0.9367
H -0.519188 -0.745093 0.976251 -0.423 0.143 0.088 -0.4075
H -0.057671 -1.418363 2.628784 -0.527 0.264 0.081 0.4451
H 1.030859 -1.374748 1.299714 -0.132 0.163 -0.117 0.3252
H -0.661242 -3.586826 1.960693 -0.179 -0.092 0.040 0.2785
H 0.400283 -3.397744 0.556889 0.050 -0.102 0.018 0.2753
H -1.260812 -2.985974 0.403960 -0.283 0.038 0.074 0.3590
C 0.679733 1.484156 -0.605283 0.065 0.581 -0.012 0.0468
C 0.473364 1.952277 -2.121173 -0.125 -0.756 -0.333 -1.0632
C -0.612034 1.209720 0.015454 -0.816 0.154 -0.548 -1.0624
H 1.296878 0.586240 -0.762379 0.088 -0.022 0.172 0.2614
H 1.220872 2.234206 -0.037091 0.343 -0.221 0.125 0.3366
H -0.385929 1.424555 -2.533336 -0.121 0.268 -0.039 0.3812
H -1.352909 2.053100 0.178119 0.224 0.020 -0.008 0.4388
H 1.328375 1.620925 -2.713063 0.068 0.308 0.246 0.3539
H 0.342834 3.031619 -2.144032 -0.057 -0.014 0.089 0.3222
H -1.244919 0.527467 -0.564636 0.160 -0.193 0.291 0.3989
H -0.542747 1.107056 1.136841 0.193 -0.210 0.012 0.4381
```
Forces are in eV/Å.